ORCA calculation (ωB97M-V with the def2-TZVPD basis set) on 13 unconnected molecules or ions with the total composition C33H92O13.

The geometry in XYZ format:
```
138
Properties=species:S:1:pos:R:3:forces:R:3
O -0.843769 -7.819190 -22.254192 -0.139 0.182 -0.703
H -1.727724 -8.183992 -22.296255 -0.173 -0.195 -0.149
H -0.837355 -7.297523 -21.451667 0.066 0.340 0.809
O 1.589537 -3.341543 -19.151308 -0.318 -0.152 0.443
H 1.900084 -3.889256 -19.872277 0.231 0.022 -0.363
H 2.201544 -2.605929 -19.127924 0.178 0.158 -0.066
C -3.578820 -5.994622 -23.035570 -0.599 0.121 -0.495
C -4.779424 -5.165279 -23.589777 -0.070 -0.996 0.387
C -4.863467 -5.192731 -25.101161 -0.594 0.292 -0.282
O -6.061165 -5.596885 -23.117406 0.546 0.887 0.636
H -2.655590 -5.541998 -23.397352 0.134 -0.008 0.156
H -3.591353 -7.018915 -23.408071 -0.148 -0.103 -0.434
H -3.541331 -6.125929 -21.954151 -0.162 0.593 0.161
H -4.672083 -4.138753 -23.239324 -0.032 0.071 0.037
H -5.814901 -4.730317 -25.363942 0.048 0.392 0.021
H -5.026360 -6.208583 -25.461182 0.626 -0.218 -0.042
H -4.078025 -4.654176 -25.631402 0.196 -0.323 0.025
H -6.183993 -6.544205 -23.212798 0.109 -0.493 -0.130
C -2.571498 -11.408438 -18.807352 1.457 0.289 -1.287
C -3.226470 -11.734347 -17.527471 -0.065 0.056 0.141
C -3.833426 -10.489238 -16.893619 0.360 0.086 1.246
O -4.211344 -12.700235 -17.740881 -1.160 -0.786 -0.138
H -1.709489 -10.769361 -18.616008 0.084 0.239 -0.131
H -3.200567 -10.904424 -19.541079 -0.318 0.187 0.172
H -2.181564 -12.286414 -19.322347 -0.026 -0.191 0.174
H -2.504771 -12.299160 -16.937352 0.095 0.581 0.590
H -4.613540 -10.780801 -16.190400 -0.328 -0.037 -0.298
H -4.179322 -9.748870 -17.614942 -0.293 -0.323 -0.177
H -3.155037 -9.937183 -16.243144 0.479 -0.049 -0.159
H -4.878341 -12.287839 -18.294637 -0.304 -0.138 -0.133
C -1.438349 -8.734107 -25.944213 1.861 0.499 -1.104
C -0.201952 -8.898983 -26.939337 -0.691 0.006 2.276
C 0.959744 -9.631906 -26.248300 -0.319 0.029 -0.418
O -0.636618 -9.658098 -28.029851 0.182 -0.662 -0.761
H -1.573289 -9.698206 -25.453891 -0.485 0.283 -0.138
H -2.248427 -8.356674 -26.568252 -0.454 -0.395 0.207
H -1.249165 -7.945116 -25.216338 0.168 -0.118 0.233
H 0.151978 -7.916839 -27.252745 -0.135 0.095 -0.108
H 1.752400 -9.811603 -26.974587 0.158 0.116 0.063
H 0.677278 -10.607368 -25.852335 -0.265 -0.043 -0.065
H 1.339578 -9.059687 -25.401900 0.061 0.192 -0.086
H -1.527348 -9.395344 -28.273080 0.004 0.133 0.002
C -1.190417 -3.030417 -20.773032 0.611 -0.520 -0.942
C -0.697275 -2.809851 -22.228894 -0.855 0.102 0.663
C -1.571403 -1.869589 -23.027577 -0.985 -0.259 -0.137
O 0.585450 -2.243970 -22.239156 1.060 0.185 -0.047
H -0.755352 -3.991771 -20.499876 0.059 0.071 0.488
H -2.269979 -3.179134 -20.750133 -0.049 0.380 0.177
H -0.780356 -2.268320 -20.110335 -0.432 0.008 0.033
H -0.626570 -3.818643 -22.635627 -0.089 0.091 -0.616
H -2.609703 -2.123360 -22.813959 -0.162 0.172 -0.377
H -1.397945 -1.834330 -24.103107 0.073 -0.574 -0.057
H -1.431152 -0.828721 -22.736013 0.012 0.097 0.574
H 0.415814 -1.339495 -22.512540 0.653 0.168 0.103
C -5.366841 -8.955219 -21.215643 0.244 -0.610 -0.410
C -5.828319 -9.241563 -22.649564 1.175 0.031 1.126
C -6.437122 -10.569473 -22.782473 -1.002 -2.074 0.335
O -6.759015 -8.268653 -23.027958 0.105 0.893 -1.092
H -4.755666 -9.775998 -20.840281 -0.121 -0.246 0.054
H -6.262810 -8.869802 -20.600802 0.226 0.354 0.357
H -4.692994 -8.098465 -21.212399 -0.543 0.365 0.241
H -4.896657 -9.214814 -23.214709 -0.364 0.594 -0.858
H -7.208677 -10.665381 -22.018539 -0.186 -0.104 0.272
H -5.756948 -11.404789 -22.616021 0.278 0.139 0.116
H -6.962904 -10.809854 -23.706525 0.265 0.543 -0.331
H -7.520893 -8.303344 -22.444911 -0.072 -0.084 0.159
C -0.016713 -11.287461 -21.843757 0.133 -0.573 0.717
C 0.790759 -10.194581 -21.129322 -0.567 -1.944 -1.138
C 1.914590 -10.826693 -20.333025 0.445 0.720 -0.266
O 1.278137 -9.398144 -22.184451 1.654 0.542 0.140
H -0.133858 -12.138644 -21.173035 -1.049 0.123 0.367
H 0.524340 -11.823264 -22.623681 0.432 0.685 -0.346
H -0.924028 -10.879714 -22.289428 -0.207 -0.340 0.236
H 0.155359 -9.645950 -20.434055 -0.120 0.326 -0.116
H 2.548531 -11.485587 -20.926388 -0.192 -0.061 -0.173
H 1.525584 -11.385427 -19.481789 0.046 0.179 0.080
H 2.542806 -9.987499 -20.034378 0.213 -0.154 0.547
H 0.669288 -8.676376 -22.357547 -0.505 0.077 -0.034
C -4.205599 -13.774261 -24.729099 0.188 0.118 0.865
C -2.673384 -13.449951 -24.576941 0.120 1.399 -3.287
C -2.389290 -12.091440 -25.256778 0.097 0.082 -0.409
O -2.086479 -13.320092 -23.309534 -1.488 -0.754 0.771
H -4.869890 -12.987480 -24.371641 0.334 0.367 0.631
H -4.514315 -14.687855 -24.221020 0.199 -0.146 0.146
H -4.611028 -13.856161 -25.737576 0.949 -0.233 -0.405
H -2.087657 -14.172931 -25.144677 -0.217 -0.487 0.046
H -1.348020 -11.885353 -25.504563 0.386 -0.480 0.629
H -2.694321 -11.306890 -24.564288 -0.296 0.110 -0.169
H -2.811615 -11.953635 -26.252137 -0.739 -0.116 0.139
H -2.834098 -13.592991 -22.772704 0.388 -0.029 1.084
C 2.131536 -5.420068 -23.497725 -0.576 -1.689 0.267
C 2.701872 -5.106167 -22.139761 1.511 0.744 0.571
C 3.990065 -5.849970 -21.679864 -1.739 -0.862 -0.359
O 3.021736 -3.752879 -22.138558 1.453 1.765 0.603
H 2.374059 -4.759146 -24.329877 0.294 0.321 0.520
H 1.050458 -5.449546 -23.361698 -0.167 -0.162 -0.497
H 2.485299 -6.412749 -23.776150 -0.358 -0.256 -0.259
H 2.025394 -5.233955 -21.294693 -0.870 -0.663 -0.215
H 4.630017 -6.089993 -22.528951 0.553 0.614 0.336
H 3.668990 -6.823665 -21.309823 -0.178 -0.355 -0.173
H 4.381161 -5.402803 -20.765979 0.554 0.490 -0.602
H 2.292014 -3.171831 -22.365486 -0.573 -0.130 -0.066
C -2.814250 -7.566573 -18.597918 -0.177 0.344 0.317
C -1.910308 -6.358594 -18.902634 -1.444 -1.497 -0.729
C -1.517241 -5.565852 -17.703275 0.234 1.336 0.891
O -0.795010 -6.854967 -19.629025 1.083 -0.111 0.272
H -2.500494 -8.075548 -17.686552 0.160 -0.170 -0.168
H -2.870912 -8.261947 -19.435390 0.423 -0.058 -0.010
H -3.851940 -7.267934 -18.449224 -0.042 0.331 0.190
H -2.439970 -5.813270 -19.683767 -0.292 0.873 0.506
H -0.996928 -6.048758 -16.876124 0.224 -0.907 -0.452
H -2.337883 -5.111171 -17.148378 -0.487 0.016 -0.512
H -0.869083 -4.733250 -17.976693 0.052 0.155 -0.220
H -0.016359 -6.455093 -19.234814 0.368 -0.082 -0.148
C -0.973446 -4.638533 -25.869774 -0.528 1.153 0.124
C -0.278771 -4.695408 -27.206059 0.876 -1.453 0.513
C 1.154623 -5.141994 -27.099386 0.918 0.000 -0.036
O -0.893817 -5.745761 -27.937706 -0.837 0.590 -0.816
H -1.553428 -5.514682 -25.579815 0.179 -0.217 -0.492
H -1.661243 -3.810000 -26.038793 -0.422 0.017 0.887
H -0.306868 -4.421750 -25.035047 0.088 0.266 -0.132
H -0.341826 -3.734143 -27.716044 -0.219 0.060 -0.164
H 1.865465 -4.321726 -26.999529 0.038 -0.009 0.674
H 1.499110 -5.666245 -27.990782 -0.231 0.062 -0.331
H 1.198046 -5.901788 -26.319051 0.415 0.250 0.268
H -0.492437 -5.599417 -28.797395 -0.316 -0.674 -0.522
C 4.843251 -10.027953 -22.911918 -0.217 -0.583 -1.055
C 4.053434 -10.808212 -24.024781 0.495 -0.475 0.599
C 4.890461 -11.866592 -24.777302 0.173 1.306 -0.227
O 3.013083 -11.550989 -23.440889 -0.598 -0.257 0.447
H 4.115793 -9.819493 -22.127414 0.351 -0.145 0.258
H 5.237293 -9.068872 -23.248079 -0.044 0.028 -0.282
H 5.704893 -10.627681 -22.618672 -0.185 -0.021 0.574
H 3.530452 -10.047006 -24.603709 0.590 -0.028 -0.947
H 4.388336 -12.349278 -25.615741 -0.257 0.426 -0.069
H 5.200795 -12.699056 -24.145799 0.002 0.354 0.465
H 5.765870 -11.321996 -25.131104 0.309 -0.394 -0.278
H 2.363223 -10.872969 -23.241991 -0.660 -0.052 0.478
```
Forces are in eV/Å.

Its spin multiplicity is 1. The value obtained for the HOMO-LUMO gap is 0.3524 hartree. The value obtained for the lowest unoccupied orbital energy is 0.36 eV.

=====

ORCA calculation (ωB97M-V with the def2-TZVPD basis set) on 2 unconnected molecules or ions with the total composition C3H7NSi.

The geometry in XYZ format:
```
12
Properties=species:S:1:pos:R:3:forces:R:3
C 0.220694 2.523221 1.086874 -0.053 -1.590 -0.159
C 0.101158 -1.414113 -0.877395 -1.663 -1.798 3.335
C -0.600896 -0.095242 -0.627270 0.687 0.478 -2.917
N 0.396526 3.648660 1.215981 0.003 0.491 0.022
Si 0.067346 0.629991 0.944444 1.193 -1.296 1.321
H -0.226487 -2.036449 -1.678541 -0.356 0.152 -0.984
H 1.080755 -1.118175 -0.939183 2.795 -0.515 -0.244
H -0.117407 -2.092840 0.056520 0.991 1.046 -1.469
H -1.608885 -0.408990 -0.684282 -1.600 0.719 0.601
H -0.388852 0.458649 -1.604127 -0.411 0.054 1.527
H 2.016233 -0.198711 1.014089 -3.139 1.495 0.085
H -0.940185 0.103998 2.092890 1.553 0.764 -1.119
```
Forces are in eV/Å.

Its spin multiplicity is 1. The value obtained for the HOMO-LUMO gap is 0.3842 hartree. The value obtained for the lowest unoccupied orbital energy is -0.20 eV.

=====

ORCA calculation (ωB97M-V with the def2-TZVPD basis set) on a molecular structure, C38H44OP2Sn.

The geometry in XYZ format:
```
86
Properties=species:S:1:pos:R:3:forces:R:3
Sn 0.732402 -1.675192 0.183933 -1.865 0.257 2.345
C 3.903339 0.202678 -1.276043 0.820 1.353 0.466
C 3.167884 1.324123 -1.094417 2.026 -0.001 -0.358
C 2.369891 2.014786 -2.128588 -0.476 0.361 -0.609
C 1.553422 1.074216 -3.051733 0.110 0.568 0.290
C 0.999046 -0.144742 -2.378041 -0.236 -1.485 -0.609
C 1.555864 -1.383969 -2.300890 -0.675 0.671 -2.159
C 2.938922 -1.730063 -2.771886 0.043 -0.216 -0.268
C 4.053983 -0.690975 -2.472227 0.323 -0.341 -0.440
C -2.733178 -0.892172 0.393885 -0.309 -1.096 0.125
H 4.657688 -0.012829 -0.494530 -0.635 0.193 -0.352
H 3.400299 1.925170 -0.204153 -0.156 -0.412 -0.454
H 3.045545 2.592232 -2.788082 -0.171 -0.013 0.324
H 1.700512 2.726263 -1.626819 0.127 -0.160 -0.294
H 0.690510 1.654517 -3.423407 0.295 -0.256 0.036
H 2.167275 0.819019 -3.931430 -0.213 -0.182 0.350
H -0.065188 -0.072651 -2.127158 0.671 0.038 -0.162
H 0.849240 -2.240316 -2.283176 0.612 0.617 0.340
H 2.890350 -1.853034 -3.877748 0.108 -0.179 0.547
H 3.213033 -2.713629 -2.341846 -0.059 0.429 -0.249
H 4.969379 -1.278553 -2.278593 -0.257 0.327 -0.351
H 4.243742 -0.089253 -3.381068 -0.107 -0.191 0.389
H -1.948149 -1.632682 0.534179 -0.048 0.000 0.340
H -3.715859 -1.391139 0.506075 0.440 0.390 -0.037
H -2.544631 -0.122995 1.138860 -0.173 0.020 0.026
P 0.896637 1.236807 0.925320 -0.663 -1.904 -1.204
P -2.500850 -0.169785 -1.222802 1.373 1.559 1.159
C -0.399219 1.748283 -0.224316 0.559 1.025 1.400
C -1.475129 1.300788 -0.988187 -1.181 -0.396 -1.383
C 0.797674 2.495497 2.193047 -0.063 1.224 0.228
C 1.419650 3.754446 2.009517 -0.056 -0.521 0.605
C 1.515292 4.639323 3.088135 -0.257 -0.084 0.077
C 0.927711 4.291279 4.311963 -0.146 -0.194 -0.087
C 0.199619 3.100439 4.461255 0.101 0.178 -0.199
C 0.119244 2.205981 3.396536 0.540 0.258 -0.537
C 2.407335 0.344331 1.462518 0.562 -1.157 -0.516
C 2.730456 -0.936546 0.804556 -0.373 0.227 0.684
C 3.426359 -1.957148 1.512336 1.049 0.884 -0.021
C 4.282607 -1.567828 2.530048 -0.158 -0.679 -0.029
C 4.218821 -0.251278 3.011592 -0.357 0.614 -0.159
C 3.230418 0.641292 2.574103 0.025 0.013 0.351
C -4.119888 0.500990 -1.615784 -0.504 -0.047 -0.051
C -4.570264 1.529229 -0.769184 -0.287 0.026 -0.076
C -5.885654 1.984385 -0.854771 0.093 -0.355 -0.415
C -6.742343 1.396802 -1.797025 -0.033 -0.020 -0.157
C -6.305412 0.363892 -2.639529 0.138 0.158 0.229
C -4.992051 -0.107538 -2.525770 -0.125 0.385 0.190
C -2.090158 -1.533480 -2.370637 0.097 -0.694 -0.675
C -1.797508 -2.845094 -1.935069 -0.417 0.226 0.036
C -1.492577 -3.858153 -2.851517 -0.233 0.057 0.001
C -1.507984 -3.609250 -4.224219 -0.091 0.287 0.238
C -1.825957 -2.322075 -4.672671 0.110 0.015 0.043
C -2.084514 -1.296813 -3.762259 -0.169 0.048 0.333
H -0.329230 2.853645 -0.312049 0.056 -0.492 -0.028
H -1.949217 2.149458 -1.524710 0.224 -0.816 0.063
H 1.859820 3.997459 1.037763 -0.034 -0.084 0.366
H 2.039211 5.598706 2.985857 -0.249 -0.461 0.029
H 1.014776 4.958222 5.164829 0.006 -0.010 -0.136
H -0.301566 2.865822 5.405183 0.229 0.149 -0.302
H -0.427963 1.265064 3.447779 0.216 0.184 0.145
H 2.882303 -0.947836 -0.311614 -0.540 -0.152 1.047
H 3.333644 -2.994091 1.184375 0.491 0.294 -0.156
H 5.021109 -2.273674 2.924529 -0.478 0.223 0.109
H 4.939168 0.075129 3.768194 -0.376 -0.098 -0.175
H 3.097942 1.593694 3.096430 0.114 -0.296 -0.174
H -3.897153 1.942448 -0.018536 -0.103 -0.042 -0.247
H -6.237513 2.789899 -0.203637 0.119 -0.360 -0.239
H -7.774070 1.748854 -1.874634 0.333 -0.110 0.002
H -6.980156 -0.075724 -3.384629 0.265 0.197 0.435
H -4.642545 -0.949466 -3.118243 -0.139 0.190 -0.008
H -1.870763 -3.113028 -0.876963 0.174 0.171 -0.429
H -1.308006 -4.868450 -2.481926 0.047 0.332 -0.079
H -1.303906 -4.416146 -4.934912 -0.068 0.352 0.268
H -1.878951 -2.119856 -5.743763 0.061 -0.002 0.322
H -2.341503 -0.295912 -4.122037 0.185 -0.290 0.017
C 0.891526 -1.528572 4.401658 0.066 0.103 0.317
C -0.215060 -1.836296 3.411724 -0.169 -0.019 -0.923
C -1.578164 -1.425461 3.958254 -0.067 -0.116 0.355
O -0.034435 -1.192498 2.177751 -0.101 -0.480 0.216
H 0.952413 -0.450748 4.604657 0.069 -0.166 -0.127
H 1.859091 -1.892799 4.053832 -0.004 0.157 -0.151
H 0.687930 -2.036745 5.346452 -0.023 0.003 0.140
H -0.224081 -2.934012 3.277754 -0.069 -0.058 0.025
H -1.601026 -0.350703 4.193604 0.016 -0.247 -0.090
H -2.373182 -1.643223 3.237104 0.151 0.036 0.058
H -1.788080 -1.980744 4.877638 -0.133 0.086 0.047
```
Forces are in eV/Å.

Its spin multiplicity is 1. The value obtained for the HOMO-LUMO gap (spin up / spin down) is 0.1734 / 0.1780 hartree. The value obtained for the lowest unoccupied orbital energy (spin up / spin down) is -0.24 / -0.18 eV.

=====

ORCA calculation (ωB97M-V with the def2-TZVPD basis set) on a molecular structure, C5H10N2.

The geometry in XYZ format:
```
17
Properties=species:S:1:pos:R:3:forces:R:3
C 0.043511 -1.233740 -0.074429 0.793 -2.110 2.375
C 0.248043 1.645894 -0.704085 0.235 -1.137 -0.312
C 1.508647 -1.555392 0.125135 -0.262 -0.061 0.082
C -0.888409 0.783752 -0.192671 -2.607 2.863 0.934
C -0.875832 0.675077 1.326126 -0.697 1.122 -1.853
N -0.374683 -0.402452 1.666518 1.008 -1.699 -2.226
N -1.958792 0.553200 -0.882093 1.038 0.848 0.168
H -2.809692 0.549070 -0.315699 0.319 -0.676 0.166
H -1.288642 1.459390 1.964940 0.095 -0.186 0.298
H -0.178280 -1.125059 -1.137718 -0.112 1.284 0.288
H -0.618302 -2.051431 0.194641 0.125 -0.246 0.244
H 0.301720 1.578091 -1.785552 0.016 0.103 -0.158
H 0.049669 2.676543 -0.408745 -0.234 -0.042 -0.004
H 1.204479 1.371846 -0.270866 0.134 -0.085 0.043
H 1.783306 -2.396470 -0.519820 0.077 0.081 -0.010
H 1.720705 -1.826483 1.157689 0.008 -0.003 -0.017
H 2.132552 -0.701835 -0.143371 0.063 -0.055 -0.019
```
Forces are in eV/Å.

Its spin multiplicity is 1. The value obtained for the HOMO-LUMO gap is 0.3397 hartree. The value obtained for the lowest unoccupied orbital energy is 0.32 eV.

=====

ΔE to the lowest compared entry with this formula, charge and spin, respectively: 103.0, 239.2, 434.1, 415.6 kJ/mol.
M, respectively: 697.1, 85.2, 697.4, 98.1 g/mol.